C40H25Br2N5O8Ti as an isolated structure in a non-equilibrium geometry, computed with wB97M-V/def2-TZVPD.

Properties
- Gap between HOMO and LUMO (spin up / spin down): 4.94 / 5.24 eV
- Net charge: -1
- Spin multiplicity: 2
- E_HOMO (spin up / spin down): -3.4 / -3.7 eV

Each line ends with the Mulliken spin population.
Atoms and positions in Å:
Br -6.419 3.288 1.996  0.000
Br -1.774 2.595 5.095  0.000
Ti 0.180 -0.057 0.089  0.523
O 1.315 3.450 0.999  0.014
O -0.951 -1.226 -0.670  -0.044
O -0.834 1.167 2.726  0.002
O 1.175 -1.662 -2.389  -0.009
O 1.123 1.218 0.985  -0.010
O -2.208 -1.714 -2.475  0.035
O -4.448 -3.106 -2.068  0.014
O 1.515 -0.918 -4.570  -0.001
N -1.945 1.141 0.082  0.007
N -0.108 -0.910 1.933  -0.004
N 1.002 0.972 -1.465  0.013
N 2.668 -8.507 5.448  0.000
N 1.604 -1.496 -0.074  -0.027
C -2.023 1.791 2.414  -0.007
C -4.083 1.095 -1.124  0.000
C -2.018 1.068 -2.344  0.006
C 1.359 -5.242 2.192  0.000
C -4.750 1.597 -0.079  0.004
C -2.627 1.642 1.128  0.022
C -2.631 1.093 -1.134  -0.014
C -4.600 2.709 2.124  0.001
C 2.261 -6.369 4.109  0.001
C 2.459 -3.981 3.920  0.004
C -3.999 -3.244 -0.800  0.098
C 1.416 -2.775 1.986  0.019
C 1.410 3.068 -3.314  0.002
C 1.222 -0.590 -3.247  -0.007
C -2.664 2.467 3.430  0.000
C -3.946 2.985 3.305  -0.001
C -2.732 -2.766 -0.374  0.001
C -0.975 -0.228 2.850  -0.007
C 2.642 -3.540 -0.096  -0.011
C 1.159 2.258 -1.076  0.009
C -2.328 -3.046 0.952  0.024
C 2.883 -3.017 -1.304  0.023
C 1.599 -6.410 2.879  0.001
C 1.186 2.381 0.430  -0.001
C -0.640 -0.796 4.208  0.014
C -4.009 2.037 1.061  0.004
C 1.372 1.791 -3.755  -0.002
C 1.204 0.701 -2.823  0.009
C 2.204 -1.682 -1.371  0.019
C 2.703 -5.145 4.616  0.000
C 0.573 -1.835 2.603  0.017
C -1.906 -1.899 -1.158  0.174
C 0.215 -1.802 4.021  -0.008
C 1.767 -4.006 2.706  -0.002
C -4.431 -4.084 1.425  0.080
C 1.348 3.321 -1.917  -0.003
C -4.834 -3.863 0.118  -0.041
C -3.159 -3.697 1.830  -0.063
C 1.820 -2.600 0.652  0.040
C 2.488 -7.550 4.838  0.000
H 1.468 1.527 -4.796  0.000
H -1.340 -2.727 1.248  0.075
H -5.809 -4.179 -0.217  -0.002
H 0.821 -5.265 1.255  0.000
H -4.418 3.501 4.125  0.000
H -1.087 -0.429 5.112  0.000
H -2.826 -3.903 2.837  -0.001
H -0.968 1.233 -2.470  -0.006
H 1.266 -7.360 2.488  0.000
H 1.507 3.894 -4.003  0.000
H -1.843 -0.822 -2.729  0.005
H -4.600 0.722 -1.995  0.001
H 1.513 -1.880 -4.614  0.001
H -3.767 -2.638 -2.583  -0.003
H 2.923 -0.871 -1.580  -0.002
H 2.989 -4.480 0.288  0.002
H 3.439 -3.430 -2.124  0.002
H -5.827 1.662 -0.067  0.000
H -2.630 1.120 -3.232  0.002
H 1.454 4.313 -1.508  0.000
H 3.232 -5.128 5.558  0.000
H -2.029 -0.513 2.629  0.002
H 0.610 -2.477 4.757  -0.001
H -5.100 -4.565 2.121  0.010
H 2.823 -3.038 4.299  0.000



C40H26BaCl5O5S4 as an isolated structure in a non-equilibrium geometry, computed with wB97M-V/def2-TZVPD.

Properties
- Gap between HOMO and LUMO: 6.90 eV
- Net charge: -1
- Spin multiplicity: 1
- E_HOMO: -5.0 eV
- Energy above the lowest of the compared OMol25 structures with the same formula, charge and spin: 61.5 kcal/mol

Each line ends with the Löwdin charge.
Atoms and positions in Å:
Ba -1.519 0.873 -3.507  1.898
Cl -2.784 -1.890 -1.445  0.749
Cl -4.076 -3.596 -7.262  0.639
Cl -2.098 -1.277 -6.710  0.626
Cl -5.475 -5.020 -4.870  0.646
Cl -4.806 -4.148 -1.964  0.654
S -2.246 3.649 -2.347  0.224
S 0.368 -0.130 -1.586  0.947
S -1.568 0.056 0.928  1.030
S -3.181 1.978 -1.805  -0.088
O -2.106 1.037 -1.353  -0.910
O -3.705 1.415 -3.070  -0.671
O -0.538 -0.974 0.669  -0.547
O -4.170 2.210 -0.777  -0.369
O 0.702 0.801 -2.693  -0.751
C 0.570 5.594 0.188  -0.028
C 1.958 -5.493 -3.990  -0.054
C 2.293 1.520 2.920  -0.019
C 4.446 -0.240 2.833  -0.039
C 2.407 3.505 0.219  -0.009
C 3.576 -0.170 1.726  -0.157
C -2.791 0.619 3.331  -0.072
C 1.044 3.208 0.432  -0.092
C 2.484 0.736 1.762  -0.119
C 0.861 -4.126 -2.192  -0.021
C 0.507 -2.915 -1.623  -0.074
C -3.722 -3.115 -5.649  -0.729
C -1.666 2.741 0.905  -0.103
C 4.236 0.533 3.939  -0.085
C 2.866 -0.931 -0.450  -0.033
C 1.900 5.850 0.010  -0.090
C 1.598 0.802 0.650  -0.146
C -1.787 0.393 5.508  -0.282
C -1.622 0.158 2.750  -0.331
C -0.631 -0.093 4.909  -0.035
C 0.577 1.873 0.635  -0.134
C 1.765 -0.066 -0.406  -0.227
C -0.549 -0.217 3.534  -0.060
C -2.871 0.735 4.706  -0.041
C -0.762 1.669 0.848  -0.290
C 3.142 1.415 3.985  -0.073
C -2.480 -1.652 -4.105  -0.313
C 2.824 4.796 0.031  -0.080
C -4.348 -3.755 -4.584  -0.726
C -1.246 4.016 0.680  -0.053
C -4.045 -3.359 -3.286  -0.721
C 0.826 -1.737 -2.280  -0.378
C 3.768 -0.963 0.577  -0.012
C 1.840 -2.989 -4.059  -0.030
C -3.124 -2.334 -3.069  -0.719
C -2.827 -2.084 -5.378  -0.772
C 1.480 -1.776 -3.501  -0.071
C 1.536 -4.178 -3.407  -0.272
C 0.116 4.281 0.427  -0.161
C -1.899 0.519 6.999  -0.058
H -0.162 6.389 0.147  0.113
H -2.459 -0.324 7.404  0.081
H 2.249 6.861 -0.151  0.096
H -1.944 4.838 0.675  0.117
H -0.917 0.531 7.465  0.071
H 3.133 2.705 0.207  0.117
H 3.016 -1.563 -1.311  0.110
H -2.429 1.431 7.266  0.075
H -2.710 2.526 1.066  0.098
H 0.000 -2.873 -0.671  0.094
H -3.626 0.880 2.698  0.114
H 4.627 -1.618 0.537  0.112
H 0.213 -0.380 5.522  0.110
H 2.971 2.011 4.870  0.102
H 2.365 -3.010 -5.005  0.113
H 0.336 -0.605 3.051  0.108
H 4.905 0.471 4.786  0.098
H 0.615 -5.050 -1.687  0.115
H 3.878 4.998 -0.111  0.098
H 1.261 -6.280 -3.714  0.076
H 5.278 -0.930 2.782  0.108
H 2.944 -5.772 -3.613  0.081
H 2.019 -5.433 -5.073  0.075
H 1.721 -0.843 -3.995  0.110
H 1.451 2.196 2.954  0.127
H -3.784 1.086 5.166  0.112



C40H26F15GeN4OReS2 as an isolated structure in a non-equilibrium geometry, computed with wB97M-V/def2-TZVPD.

Properties
- Gap between HOMO and LUMO (spin up / spin down): 7.10 / 5.41 eV
- Net charge: +3
- Spin multiplicity: 4
- E_HOMO (spin up / spin down): -15.5 / -15.5 eV
- Energy above the lowest of the compared OMol25 structures with the same formula, charge and spin: 11.7 kcal/mol

Each line ends with the Mulliken spin population.
Atoms and positions in Å:
Re -1.620 0.553 -0.137  2.418
Ge 2.431 -0.657 -0.051  0.080
S -3.008 -1.108 2.786  0.003
S 0.164 -1.008 -0.107  0.308
F 3.043 -5.816 -0.639  0.000
F 1.956 -0.641 5.304  0.000
F 0.932 -0.345 2.806  0.001
F 4.959 -5.597 -2.579  0.000
F 4.614 -1.240 5.618  0.000
F 4.579 -0.907 -2.380  0.000
F 5.693 -3.130 -3.482  0.000
F 4.988 3.949 0.357  0.000
F 6.217 -1.471 3.413  0.000
F 3.688 2.629 -3.994  0.000
F 3.667 1.797 1.377  0.000
F 1.941 -3.522 0.416  -0.001
F 5.093 -1.196 0.907  -0.001
F 5.092 4.311 -2.357  0.000
F 2.365 0.486 -2.892  0.001
O -2.528 -0.167 1.680  0.061
N -0.790 2.195 0.993  0.040
N -3.175 2.085 -0.347  0.000
N -3.078 -0.571 -1.189  -0.012
N -1.244 1.241 -2.102  -0.093
C 4.410 3.091 -0.464  0.000
C -3.580 -2.645 1.925  -0.002
C -1.974 2.295 -2.513  0.014
C -5.355 -0.581 -1.873  -0.002
C -5.197 -1.830 -2.455  0.013
C 2.856 -3.470 -0.570  -0.006
C 3.068 1.339 -2.128  -0.010
C 3.013 -0.822 1.843  0.015
C -2.083 -3.356 3.740  0.001
C 4.397 -4.519 -2.083  0.000
C 0.886 3.473 2.120  -0.015
C -2.741 -3.811 2.439  0.002
C -3.132 2.862 0.906  0.049
C -1.697 3.148 1.288  0.000
C -1.549 -1.965 3.461  -0.006
C 3.078 1.087 -0.768  0.030
C -0.503 0.591 -3.009  0.010
C 4.441 3.290 -1.849  0.001
C 3.738 2.417 -2.689  0.000
C -1.344 4.308 1.961  -0.005
C -2.913 -1.756 -1.785  -0.015
C -1.109 2.113 -4.740  0.019
C 4.188 -2.115 -1.989  -0.003
C -4.450 1.360 -0.540  0.020
C -0.404 0.990 -4.327  -0.013
C 0.464 2.363 1.413  -0.025
C -0.033 4.479 2.385  0.016
C -3.942 -2.424 -2.421  -0.010
C -4.279 0.031 -1.244  0.023
C 3.421 -4.632 -1.086  0.002
C 2.754 -0.797 4.252  0.001
C -2.849 2.970 -1.489  0.025
C 2.234 -0.660 2.971  -0.013
C 4.930 -1.225 3.284  0.000
C 4.358 -1.089 2.025  0.008
C 3.209 -2.207 -1.015  0.010
C -1.910 2.765 -3.816  -0.011
C 3.735 1.989 0.048  0.000
C 4.780 -3.253 -2.542  -0.001
C 4.110 -1.093 4.414  0.000
H -4.635 -2.760 2.164  0.000
H -4.879 1.150 0.446  0.002
H -2.088 5.065 2.157  0.000
H -1.049 2.464 -5.759  0.000
H 0.213 0.438 -5.017  0.001
H -1.286 -4.032 4.048  0.000
H -3.472 -2.475 0.856  0.002
H 1.159 1.573 1.174  0.018
H -1.917 -2.174 -1.732  0.018
H -2.818 -3.323 4.545  0.000
H -3.760 3.338 -1.975  0.000
H -2.307 3.850 -1.118  -0.002
H -3.363 -4.689 2.610  0.000
H -6.035 -2.328 -2.917  0.000
H -3.713 3.788 0.835  0.003
H -0.788 -1.966 2.682  0.000
H 0.029 -0.282 -2.652  0.023
H 0.262 5.376 2.907  -0.001
H -3.764 -3.385 -2.875  0.001
H -1.188 -1.446 4.346  0.000
H 1.911 3.551 2.448  0.001
H -5.181 1.969 -1.084  0.000
H -3.561 2.259 1.716  0.003
H -1.974 -4.082 1.713  0.000
H -6.314 -0.089 -1.898  0.000
H -2.489 3.628 -4.104  0.001